Density functional theory data (ωB97M-V/def2-TZVPD) for a 2-piece molecular cluster, C2H6S2 overall.

Each line ends with the natural charge from an NBO analysis.
Positions of all 10 atoms, in Å:
C  1.73  0.34  -0.55  -0.489
C  0.59  0.11  0.37  -0.489
S  1.48  -1.39  -0.10  0.102
H  2.63  0.81  -0.16  0.224
H  1.50  0.60  -1.58  0.225
H  0.71  0.42  1.41  0.225
H  -0.41  0.21  -0.02  0.203
S  -3.01  -0.65  -0.27  -0.269
H  -1.74  -0.56  0.16  0.126
H  -3.48  0.11  0.73  0.141

Computed properties:
SMILES: C1CS1.S
Lowest unoccupied orbital energy in eV: 0.840
Energy relative to the best compared isomer or geometry (same formula, charge and spin) in eV: 1.101
HOMO-LUMO gap in eV: 9.83
Total energy in eV: -23840.713
Charge: 0

=====

Density functional theory data (ωB97M-V/def2-TZVPD) for C2H6Si2 as an isolated structure.

Each line ends with the natural charge from an NBO analysis.
Positions of all 10 atoms, in Å:
C  0.51  -1.08  -0.02  -0.962
C  -0.42  1.23  0.03  -0.961
Si  -1.16  -0.32  -0.68  1.062
Si  0.93  0.29  1.06  1.041
H  -2.33  -0.56  0.14  -0.183
H  1.15  -1.30  -0.91  0.212
H  -1.14  -1.10  -1.99  -0.148
H  0.18  1.85  -0.79  0.214
H  2.08  1.22  0.81  -0.137
H  0.21  -0.23  2.34  -0.138

Computed properties:
Lowest unoccupied orbital energy (spin up / spin down) in eV: -0.726 / -0.716
Energy relative to the best compared isomer or geometry (same formula, charge and spin) in eV: 2.417
HOMO-LUMO gap (spin up / spin down) in eV: 8.25 / 8.22
Total energy in eV: -17921.045
Charge: 0

=====

Q: What is the formula in the second record?
A: C2H6Si2